Entry 1:
DFT (ωB97M-V/def2-TZVPD) results for the ion C14H28N3O4S with charge +1 at a distorted geometry.

Each atom is followed by the atoms it is bonded to, with distances in Å.
Positions of all 50 atoms, in Å:
1 C 0.8090 -3.5879 -1.2304  C2 1.519, H48 1.087, H49 1.086, H50 1.086
2 C 1.5629 -3.6143 0.0886  C1 1.519, H3 1.092, H4 1.095, O5 1.431
3 H 2.5521 -4.0600 -0.0327  C2 1.092
4 H 0.9928 -4.1709 0.8390  C2 1.095
5 O 1.8268 -2.3006 0.5899  C2 1.431, C6 1.334
6 C 0.8500 -1.7022 1.2730  O5 1.334, O7 1.209, N8 1.370
7 O -0.2654 -2.1356 1.4438  C6 1.209
8 N 1.2492 -0.4999 1.7938  C6 1.370, C9 1.442, C17 1.449
9 C 2.5393 0.1062 1.5731  N8 1.442, H10 1.087, H11 1.096, C12 1.544
10 H 3.0762 -0.4668 0.8207  C9 1.087
11 H 3.1191 0.0813 2.5031  C9 1.096
12 C 2.3410 1.5629 1.1023  C9 1.544, C13 1.537, H46 1.090, H47 1.088
13 C 0.9971 2.1302 1.5875  C12 1.537, C14 1.529, H20 1.096, N21 1.501
14 C 0.7039 1.5599 2.9758  C13 1.529, H15 1.089, H16 1.091, C17 1.534
15 H -0.1575 2.0363 3.4422  C14 1.089
16 H 1.5680 1.8143 3.5916  C14 1.091
17 C 0.5361 0.0353 2.9355  N8 1.449, C14 1.534, H18 1.092, H19 1.098
18 H -0.5049 -0.2823 2.8507  C17 1.092
19 H 0.9311 -0.3985 3.8642  C17 1.098
20 H 1.0520 3.2220 1.6609  C13 1.096
21 N -0.0706 1.8147 0.5815  C13 1.501, C22 1.478, C40 1.488, H45 1.063
22 C -1.4695 1.8378 1.0586  N21 1.478, H23 1.086, H24 1.093, C25 1.538
23 H -1.5613 1.3506 2.0244  C22 1.086
24 H -1.7899 2.8781 1.1541  C22 1.093
25 C -2.3298 1.0682 0.0429  C22 1.538, N26 1.451, H43 1.092, H44 1.094
26 N -1.8805 1.2936 -1.3183  C25 1.451, S27 1.710, C37 1.444
27 S -0.9219 0.0324 -1.9618  N26 1.710, O28 1.424, O29 1.455, C30 1.810
28 O -0.3276 0.5421 -3.1511  S27 1.424
29 O -0.0020 -0.3610 -0.9054  S27 1.455
30 C -2.1368 -1.2658 -2.3000  S27 1.810, C31 1.514, H35 1.087, H36 1.086
31 C -1.7582 -2.0036 -3.5662  C30 1.514, H32 1.087, H33 1.087, H34 1.088
32 H -0.8186 -2.5341 -3.4380  C31 1.087
33 H -1.6463 -1.2987 -4.3858  C31 1.087
34 H -2.5319 -2.7235 -3.8229  C31 1.088
35 H -2.1547 -1.9127 -1.4270  C30 1.087
36 H -3.0809 -0.7384 -2.4043  C30 1.086
37 C -1.2576 2.5869 -1.4770  N26 1.444, H38 1.090, H39 1.092, C40 1.545
38 H -1.0001 2.6959 -2.5302  C37 1.090
39 H -1.9905 3.3531 -1.2151  C37 1.092
40 C 0.0193 2.6953 -0.6148  N21 1.488, C37 1.545, H41 1.090, H42 1.093
41 H 0.8767 2.3908 -1.2145  C40 1.090
42 H 0.1618 3.7275 -0.2857  C40 1.093
43 H -2.2649 -0.0028 0.2444  C25 1.092
44 H -3.3752 1.3790 0.1335  C25 1.094
45 H 0.1069 0.8259 0.2329  N21 1.063
46 H 3.1493 2.1803 1.4934  C12 1.090
47 H 2.3994 1.6053 0.0162  C12 1.088
48 H 1.3245 -2.9476 -1.9425  C1 1.087
49 H 0.7447 -4.5958 -1.6299  C1 1.086
50 H -0.1928 -3.2030 -1.0645  C1 1.086

ΔE to the lowest compared entry with this formula, charge and spin: 7.7 kJ/mol
SMILES: CCOC(=O)N1CCC([NH+]2CCN(S(=O)(=O)CC)CC2)CC1
charge: +1
calculated total energy: -38462.3190 eV
LUMO: -2.19 eV
spin multiplicity: 1
Kohn-Sham gap: 10.1 eV

Need the Löwdin charges? In units of e they are: C -0.06; C -0.19; H 0.13; H 0.13; O 0.01; C -0.57; O 0.10; N -0.06; C -0.11; H 0.13; H 0.14; C -0.08; C -0.23; C -0.10; H 0.12; H 0.13; C -0.12; H 0.12; H 0.14; H 0.16; N -0.07; C -0.07; H 0.12; H 0.15; C -0.14; N -0.23; S 0.72; O -0.25; O -0.30; C -0.25; C -0.10; H 0.07; H 0.08; H 0.09; H 0.10; H 0.11; C -0.16; H 0.13; H 0.14; C -0.07; H 0.13; H 0.14; H 0.12; H 0.14; H 0.12; H 0.13; H 0.11; H 0.08; H 0.09; H 0.05

Entry 2:
DFT (ωB97M-V/def2-TZVPD) results for the ion C14H28N7O2 with charge +1.

Each atom is followed by the atoms it is bonded to, with distances in Å.
Positions of all 51 atoms, in Å:
1 N 0.3621 0.9773 2.7427  H2 1.019, H3 1.072, C4 1.477, H31 1.053
2 H 1.1338 1.1382 3.3881  N1 1.019
3 H 0.2158 -0.0649 2.5388  N1 1.072
4 C -0.9152 1.5466 3.2176  N1 1.477, H5 1.091, C6 1.525, H51 1.092
5 H -1.0252 1.3188 4.2791  C4 1.091
6 C -2.0784 0.9250 2.4529  C4 1.525, H7 1.089, H8 1.090, C9 1.540
7 H -2.9988 1.2194 2.9555  C6 1.089
8 H -2.0011 -0.1587 2.5344  C6 1.090
9 C -2.1512 1.3442 0.9731  C6 1.540, H10 1.090, H11 1.090, C12 1.538
10 H -1.3433 2.0365 0.7381  C9 1.090
11 H -3.0790 1.8953 0.8185  C9 1.090
12 C -2.1533 0.1825 -0.0340  C9 1.538, H13 1.091, H14 1.091, C15 1.547
13 H -2.6657 -0.6768 0.4015  C12 1.091
14 H -2.7372 0.4961 -0.9008  C12 1.091
15 C -0.7875 -0.2945 -0.5824  C12 1.547, N16 1.445, H33 1.093, C34 1.540
16 N -0.1714 -1.3249 0.2224  C15 1.445, C17 1.350, N20 1.330
17 C 0.3975 -2.4586 -0.2402  N16 1.350, C18 1.383, H32 1.068
18 C 0.8288 -3.1309 0.8883  C17 1.383, N19 1.343, C21 1.492
19 N 0.5071 -2.3754 1.9511  C18 1.343, N20 1.283
20 N -0.0862 -1.3108 1.5496  N16 1.330, N19 1.283
21 C 1.5860 -4.4086 1.0276  C18 1.492, H22 1.096, C23 1.556, N28 1.449
22 H 1.2554 -4.8862 1.9574  C21 1.096
23 C 3.0971 -4.0625 1.1557  C21 1.556, H24 1.095, H25 1.099, O26 1.401
24 H 3.4514 -3.6382 0.2107  C23 1.095
25 H 3.6575 -4.9873 1.3537  C23 1.099
26 O 3.3553 -3.0883 2.1287  C23 1.401, H27 0.964
27 H 3.0708 -3.4193 2.9883  O26 0.964
28 N 1.2814 -5.2969 -0.0756  C21 1.449, H29 1.014, H30 1.013
29 H 1.7233 -4.9745 -0.9300  N28 1.014
30 H 1.6243 -6.2311 0.1131  N28 1.013
31 H 0.6284 1.3114 1.7804  N1 1.053
32 H 0.4374 -2.7125 -1.2769  C17 1.068
33 H -0.9586 -0.7756 -1.5493  C15 1.093
34 C 0.1845 0.8853 -0.7684  C15 1.540, O35 1.235, N36 1.330
35 O 0.9271 1.2238 0.1592  C34 1.235
36 N 0.2004 1.5149 -1.9402  C34 1.330, C37 1.448, C44 1.458
37 C -0.7162 1.3741 -3.0529  N36 1.448, H38 1.087, H39 1.096, C40 1.547
38 H -1.3759 0.5176 -2.9411  C37 1.087
39 H -0.1250 1.2422 -3.9657  C37 1.096
40 C -1.5565 2.6681 -3.1688  C37 1.547, N41 1.440, H49 1.090, H50 1.095
41 N -0.7425 3.8490 -3.3006  C40 1.440, H42 1.014, C43 1.444
42 H -0.2971 3.8855 -4.2111  N41 1.014
43 C 0.2364 3.9389 -2.2427  N41 1.444, C44 1.539, H47 1.090, H48 1.095
44 C 1.0843 2.6598 -2.1203  N36 1.458, C43 1.539, H45 1.089, H46 1.094
45 H 1.7622 2.7171 -1.2695  C44 1.089
46 H 1.6648 2.5051 -3.0343  C44 1.094
47 H 0.8855 4.7948 -2.4249  C43 1.090
48 H -0.3011 4.1049 -1.3035  C43 1.095
49 H -2.2243 2.5928 -4.0272  C40 1.090
50 H -2.1628 2.7795 -2.2636  C40 1.095
51 H -0.9049 2.6318 3.0973  C4 1.092

ΔE to the lowest compared entry with this formula, charge and spin: 15.1 kJ/mol
SMILES: N[C@@H](CO)c1cn([C@@H](CCCC[NH3+])C(=O)N2CCNCC2)nn1
charge: +1
calculated total energy: -29492.1018 eV
LUMO: -1.98 eV
spin multiplicity: 1
Kohn-Sham gap: 9.6 eV

Need the Löwdin charges? In units of e they are: N 0.14; H 0.16; H 0.09; C -0.16; H 0.13; C -0.18; H 0.12; H 0.10; C -0.17; H 0.10; H 0.12; C -0.10; H 0.13; H 0.11; C -0.15; N -0.06; C 0.05; C -0.22; N 0.12; N 0.00; C -0.34; H 0.15; C -0.23; H 0.13; H 0.12; O -0.06; H 0.09; N 0.06; H 0.08; H 0.08; H 0.10; H 0.13; H 0.14; C -0.38; O 0.02; N -0.03; C -0.11; H 0.11; H 0.14; C -0.19; N -0.06; H 0.12; C -0.19; C -0.10; H 0.12; H 0.14; H 0.13; H 0.12; H 0.13; H 0.12; H 0.13

Entry 3:
DFT (ωB97M-V/def2-TZVPD) results for a cluster of 6 separate species, C14H28NO20S6 in total at a distorted geometry.

Each atom is followed by the atoms it is bonded to, with distances in Å.
Positions of all 69 atoms, in Å:
1 S 0.6927 1.7455 3.8225  C2 1.874, H7 1.395
2 C -0.5736 0.4885 3.2491  S1 1.874, C3 1.630, C6 1.629, H8 1.152
3 C -1.9363 1.3102 2.8961  C2 1.630, N4 1.354, H9 1.152
4 N -1.9755 1.6098 1.5759  C3 1.354, C5 1.523, H10 1.039
5 C -0.7474 1.0182 0.8969  N4 1.523, C6 1.608, H11 1.155, H12 1.159
6 C -0.3538 -0.2453 1.8109  C2 1.629, C5 1.608, H13 1.160, H14 1.149
7 H 1.3710 2.3043 2.7396  S1 1.395
8 H -0.6667 -0.1911 4.1750  C2 1.152
9 H -2.7296 1.5958 3.6805  C3 1.152
10 H -2.7019 2.1465 1.0617  N4 1.039
11 H 0.1768 1.7118 0.9023  C5 1.155
12 H -0.9866 0.7498 -0.2047  C5 1.159
13 H -1.0856 -1.1410 1.8974  C6 1.160
14 H 0.7056 -0.6889 1.7668  C6 1.149
15 C -3.0685 2.2620 -4.6098  C16 1.521, O21 1.429, H22 1.094, H23 1.091
16 C -1.7354 2.5875 -3.9531  C15 1.521, O17 1.429, H24 1.091, H25 1.094
17 O -1.9539 2.3911 -2.5548  C16 1.429, S18 1.626
18 S -3.0422 1.1997 -2.3506  O17 1.626, O19 1.437, O20 1.436, O21 1.622
19 O -2.3284 -0.0201 -2.0913  S18 1.437
20 O -4.0922 1.6853 -1.4999  S18 1.436
21 O -3.5908 1.1526 -3.8767  C15 1.429, S18 1.622
22 H -3.7706 3.0951 -4.5125  C15 1.094
23 H -2.9565 2.0038 -5.6640  C15 1.091
24 H -1.4116 3.6098 -4.1532  C16 1.091
25 H -0.9558 1.8902 -4.2743  C16 1.094
26 C 5.3383 -1.1382 2.0514  C27 1.523, O32 1.427, H33 1.094, H34 1.091
27 C 4.6068 -2.3684 1.5310  C26 1.523, O28 1.428, H35 1.091, H36 1.094
28 O 3.6067 -1.8602 0.6470  C27 1.428, S29 1.627
29 S 4.1643 -0.5066 -0.0620  O28 1.627, O30 1.432, O31 1.438, O32 1.627
30 O 4.6818 -0.8562 -1.3511  S29 1.432
31 O 3.1980 0.5392 0.1368  S29 1.438
32 O 5.4214 -0.2481 0.9388  C26 1.427, S29 1.627
33 H 4.7655 -0.6435 2.8417  C26 1.094
34 H 6.3360 -1.3778 2.4229  C26 1.091
35 H 4.1518 -2.9517 2.3327  C27 1.091
36 H 5.2766 -3.0097 0.9501  C27 1.094
37 C 1.3082 -3.8680 -3.9365  C38 1.523, O43 1.427, H44 1.094, H45 1.091
38 C 2.1722 -4.4807 -2.8419  C37 1.523, O39 1.427, H46 1.091, H47 1.095
39 O 3.4266 -3.8063 -2.9369  C38 1.427, S40 1.626
40 S 3.1724 -2.2806 -3.4374  O39 1.626, O41 1.438, O42 1.433, O43 1.629
41 O 3.1588 -1.4248 -2.2818  S40 1.438
42 O 4.0049 -2.0329 -4.5778  S40 1.433
43 O 1.6383 -2.4796 -3.9468  C37 1.427, S40 1.629
44 H 1.5583 -4.2852 -4.9164  C37 1.094
45 H 0.2422 -4.0049 -3.7459  C37 1.091
46 H 2.3030 -5.5562 -2.9685  C38 1.091
47 H 1.7547 -4.2796 -1.8503  C38 1.095
48 C -3.2717 -2.6876 3.2206  C49 1.523, O54 1.426, H55 1.094, H56 1.092
49 C -4.4729 -3.3054 3.9246  C48 1.523, O50 1.426, H57 1.091, H58 1.094
50 O -4.1886 -4.7018 3.9865  C49 1.426, S51 1.626
51 S -2.5823 -4.9109 4.1235  O50 1.626, O52 1.434, O53 1.433, O54 1.627
52 O -2.2701 -5.1029 5.5103  S51 1.434
53 O -2.1529 -5.8124 3.0956  S51 1.433
54 O -2.1375 -3.4019 3.7084  C48 1.426, S51 1.627
55 H -3.3285 -2.8373 2.1381  C48 1.094
56 H -3.1710 -1.6215 3.4349  C48 1.092
57 H -5.4065 -3.1257 3.3898  C49 1.091
58 H -4.5638 -2.9333 4.9497  C49 1.094
59 C 0.3828 4.2719 -0.7142  C60 1.523, O65 1.426, H66 1.094, H67 1.092
60 C -0.4484 5.0579 0.2910  C59 1.523, O61 1.425, H68 1.091, H69 1.095
61 O -0.0663 6.4183 0.1058  C60 1.425, S62 1.627
62 S 0.3167 6.6532 -1.4579  O61 1.627, O63 1.435, O64 1.432, O65 1.626
63 O -0.8272 7.2090 -2.1222  S62 1.435
64 O 1.6192 7.2462 -1.5209  S62 1.432
65 O 0.4378 5.0879 -1.8823  C59 1.426, S62 1.626
66 H 1.4052 4.1261 -0.3523  C59 1.094
67 H -0.0609 3.3022 -0.9478  C59 1.092
68 H -0.2653 4.7429 1.3198  C60 1.091
69 H -1.5176 4.9742 0.0699  C60 1.095

charge: +1
calculated total energy: -122408.2705 eV
LUMO: -5.08 eV
spin multiplicity: 1
Kohn-Sham gap: 6.7 eV

Need the Löwdin charges? In units of e they are: S 0.76; C -0.56; C 0.03; N 0.10; C -0.12; C -0.11; H -0.11; H 0.12; H 0.17; H 0.18; H 0.12; H 0.13; H 0.12; H 0.14; C -0.15; C -0.16; O -0.22; S 0.64; O -0.24; O -0.24; O -0.18; H 0.14; H 0.15; H 0.14; H 0.14; C -0.17; C -0.17; O -0.20; S 0.67; O -0.25; O -0.26; O -0.18; H 0.13; H 0.14; H 0.14; H 0.14; C -0.17; C -0.17; O -0.18; S 0.70; O -0.29; O -0.20; O -0.20; H 0.13; H 0.13; H 0.14; H 0.13; C -0.19; C -0.17; O -0.18; S 0.66; O -0.22; O -0.22; O -0.21; H 0.13; H 0.11; H 0.14; H 0.14; C -0.19; C -0.19; O -0.18; S 0.66; O -0.22; O -0.21; O -0.19; H 0.14; H 0.10; H 0.13; H 0.13

Entry 4:
DFT (ωB97M-V/def2-TZVPD) results for an isolated molecule of C14H28P2 at a distorted geometry.

Each atom is followed by the atoms it is bonded to, with distances in Å.
Positions of all 44 atoms, in Å:
1 P -1.8167 1.1044 0.5912  C3 1.807, C13 1.833, C14 1.794
2 P 1.7403 -1.2196 -0.6775  C4 1.897, C15 1.715, C16 1.845
3 C -0.6584 0.2180 -0.4755  P1 1.807, C4 1.526, H17 1.100, H18 1.090
4 C 0.3691 -0.4844 0.4076  P2 1.897, C3 1.526, H19 1.095, H20 1.098
5 C -4.0598 2.0392 -0.8009  C13 1.553, H21 1.099, H22 1.074, H23 1.080
6 C -1.0316 1.3118 3.2405  C14 1.520, H24 1.095, H25 1.067, H26 1.081
7 C 1.9338 -3.9174 -0.2615  C15 1.526, H27 1.114, H28 1.088, H29 1.076
8 C 3.1211 0.6488 -2.2354  C16 1.525, H30 1.096, H31 1.118, H32 1.039
9 C -3.4230 2.8896 1.5018  C10 1.561, C13 1.536, H33 1.121, H34 1.105
10 C -3.4137 1.6677 2.4734  C9 1.561, C14 1.543, H35 1.104, H36 1.091
11 C 3.8042 -2.5157 -1.2847  C12 1.527, C15 1.550, H37 1.108, H38 1.064
12 C 3.3168 -1.8583 -2.5738  C11 1.527, C16 1.550, H39 1.074, H40 1.087
13 C -2.8935 2.5082 0.1113  P1 1.833, C5 1.553, C9 1.536, H41 1.115
14 C -2.1397 0.8091 2.3305  P1 1.794, C6 1.520, C10 1.543, H42 1.099
15 C 2.6759 -2.5841 -0.2240  P2 1.715, C7 1.526, C11 1.550, H43 1.104
16 C 2.3557 -0.6673 -2.3271  P2 1.845, C8 1.525, C12 1.550, H44 1.086
17 H -1.1745 -0.5233 -1.1035  C3 1.100
18 H -0.1077 0.9318 -1.0883  C3 1.090
19 H 0.7763 0.1783 1.1783  C4 1.095
20 H -0.1393 -1.2916 0.9510  C4 1.098
21 H -3.6795 1.7251 -1.7828  C5 1.099
22 H -4.7926 2.8142 -0.9235  C5 1.074
23 H -4.5430 1.1906 -0.3393  C5 1.080
24 H -1.3414 1.2818 4.2902  C6 1.095
25 H -0.1904 0.6571 3.1858  C6 1.067
26 H -0.7179 2.3216 3.0169  C6 1.081
27 H 2.6567 -4.7369 -0.0459  C7 1.114
28 H 1.1887 -3.8898 0.5307  C7 1.088
29 H 1.4966 -4.1199 -1.2240  C7 1.076
30 H 2.4017 1.4704 -2.1383  C8 1.096
31 H 3.8404 0.6854 -1.3801  C8 1.118
32 H 3.6945 0.8053 -3.0879  C8 1.039
33 H -2.7720 3.7175 1.8849  C9 1.121
34 H -4.4447 3.2947 1.3903  C9 1.105
35 H -4.2615 1.0260 2.1778  C10 1.104
36 H -3.5223 1.9911 3.5101  C10 1.091
37 H 4.2551 -3.5074 -1.4867  C11 1.108
38 H 4.5555 -1.8702 -0.8966  C11 1.064
39 H 4.1429 -1.5547 -3.1896  C12 1.074
40 H 2.7747 -2.5981 -3.1564  C12 1.087
41 H -2.3576 3.3549 -0.3781  C13 1.115
42 H -2.2744 -0.2553 2.5681  C14 1.099
43 H 3.1351 -2.3901 0.7615  C15 1.104
44 H 1.5203 -0.6587 -3.0204  C16 1.086

ΔE to the lowest compared entry with this formula, charge and spin: 26.0 kJ/mol
SMILES: C[C@H]1CC[C@H](C)P1CCP1[C@@H](C)CC[C@@H]1C
calculated total energy: -33546.1271 eV
LUMO: 0.84 eV
spin multiplicity: 1
Kohn-Sham gap: 7.0 eV

Need the Löwdin charges? In units of e they are: P 1.04; P 1.05; C -0.46; C -0.41; C -0.14; C -0.14; C -0.13; C -0.13; C -0.23; C -0.22; C -0.22; C -0.23; C -0.51; C -0.53; C -0.59; C -0.48; H 0.07; H 0.06; H 0.05; H 0.07; H 0.07; H 0.06; H 0.06; H 0.07; H 0.05; H 0.07; H 0.08; H 0.06; H 0.06; H 0.07; H 0.09; H 0.04; H 0.12; H 0.11; H 0.11; H 0.11; H 0.12; H 0.09; H 0.10; H 0.11; H 0.11; H 0.11; H 0.11; H 0.09